{"formula": "C5H11NO2", "method": "the ωB97M-V functional and the def2-TZVPD basis", "elements": ["C", "C", "C", "C", "N", "C", "H", "H", "H", "H", "H", "H", "H", "O", "H", "H", "O", "H", "H"], "xyz": [[-2.25, 0.30, -1.50], [-1.14, 0.78, -0.61], [-1.14, 1.88, 0.24], [0.12, 2.02, 0.80], [0.87, 1.00, 0.29], [0.12, 0.19, -0.55], [-2.94, -0.35, -0.93], [-2.99, 1.05, -1.75], [-1.87, -0.26, -2.35], [-2.04, 2.44, 0.48], [0.61, 2.86, 1.26], [1.81, 0.74, 0.47], [0.38, -0.76, -0.97], [0.91, -1.80, 2.00], [1.86, -1.61, 2.13], [0.65, -0.96, 1.54], [1.65, -2.69, -0.95], [2.07, -2.21, -0.23], [1.28, -3.46, -0.50]], "homo_ev": -8.19, "energy_ev": -10947.8702, "de_lowest_ev": 1.397, "e_lumo_ev": 0.36}

=====

{"formula": "C5H11NO2", "method": "the ωB97M-V functional and the def2-TZVPD basis", "elements": ["C", "C", "C", "C", "C", "O", "O", "N", "H", "H", "H", "H", "H", "H", "H", "H", "H", "H", "H"], "xyz": [[0.66, 0.35, -1.69], [-0.16, -0.31, -0.82], [-0.29, -1.81, -0.92], [-0.54, 0.35, 0.46], [-1.14, 1.75, 0.34], [-1.38, -0.38, 1.30], [0.98, 0.66, 1.07], [1.96, -0.26, 1.51], [0.81, 1.42, -1.65], [1.11, -0.17, -2.53], [0.14, -2.31, -0.05], [0.23, -2.20, -1.80], [-1.34, -2.10, -1.01], [-1.39, 2.12, 1.33], [-0.43, 2.46, -0.10], [-2.05, 1.74, -0.26], [-1.73, -1.14, 0.82], [2.80, 0.32, 1.54], [1.75, -0.50, 2.48]], "homo_ev": -8.30, "energy_ev": -10945.0436, "de_lowest_ev": 4.223, "e_lumo_ev": 0.86}

=====

{"formula": "C5H11NO2", "method": "the ωB97M-V functional and the def2-TZVPD basis", "elements": ["O", "N", "O", "H", "C", "C", "C", "C", "C", "H", "H", "H", "H", "H", "H", "H", "H", "H", "H"], "xyz": [[-3.57, 0.78, 0.75], [-2.53, 0.35, 0.33], [-2.38, -0.23, -0.70], [-1.56, 0.60, 0.99], [0.31, 2.04, -0.19], [0.40, 0.70, 0.38], [0.67, -0.55, -0.01], [0.83, -1.63, 1.02], [0.93, -1.03, -1.43], [-0.42, 2.83, 0.27], [0.25, 2.11, -1.23], [1.29, 2.42, -0.07], [0.31, 0.81, 1.44], [-0.05, -2.25, 1.21], [1.24, -1.21, 1.93], [1.56, -2.33, 0.57], [0.16, -0.54, -1.99], [0.69, -2.09, -1.49], [1.86, -0.76, -1.80]], "homo_ev": -9.21, "energy_ev": -10943.9073, "de_lowest_ev": 5.360, "e_lumo_ev": 0.77}

=====

{"formula": "C5H11NO2", "method": "the ωB97M-V functional and the def2-TZVPD basis", "elements": ["C", "C", "C", "O", "N", "H", "H", "H", "H", "H", "H", "H", "C", "C", "O", "H", "H", "H", "H"], "xyz": [[0.11, 1.45, 1.64], [-1.17, 2.30, -0.87], [-0.65, 0.91, -0.64], [-0.82, 0.01, -1.51], [-0.03, 0.60, 0.49], [-0.44, -1.23, -1.04], [0.56, 2.41, 1.37], [0.77, 0.96, 2.36], [-0.85, 1.64, 2.14], [-0.36, 3.03, -0.75], [-1.94, 2.54, -0.13], [-1.58, 2.38, -1.87], [1.47, -2.80, -0.48], [0.09, -2.24, -0.21], [-0.66, -2.74, 0.62], [0.09, -0.48, 0.56], [2.20, -1.99, -0.38], [1.52, -3.16, -1.51], [1.71, -3.60, 0.22]], "homo_ev": -7.63, "energy_ev": -10946.8436, "de_lowest_ev": 2.423, "e_lumo_ev": 0.66}

=====

{"formula": "C5H11NO2", "method": "the ωB97M-V functional and the def2-TZVPD basis", "elements": ["C", "N", "C", "C", "O", "C", "C", "O", "H", "H", "H", "H", "H", "H", "H", "H", "H", "H", "H"], "xyz": [[1.58, -1.85, -0.45], [1.27, -0.37, -0.70], [-0.17, -0.18, -0.35], [-1.06, -0.41, -1.56], [-0.80, -1.24, -2.39], [-0.30, 1.24, 0.34], [-0.31, 1.04, 1.89], [-1.70, 1.53, 0.09], [0.79, -2.53, -0.77], [1.74, -1.90, 0.63], [2.47, -1.97, -1.06], [1.52, -0.22, -1.67], [-0.36, -0.82, 0.49], [-1.92, 0.29, -1.66], [0.31, 2.04, -0.06], [-1.26, 0.57, 2.13], [0.54, 0.46, 2.27], [-0.34, 2.05, 2.28], [-2.02, 2.29, 0.56]], "homo_ev": -8.95, "energy_ev": -10946.7864, "de_lowest_ev": 2.481, "e_lumo_ev": 0.81}

=====

{"formula": "C5H11NO2", "method": "the ωB97M-V functional and the def2-TZVPD basis", "elements": ["N", "C", "C", "O", "C", "C", "C", "O", "H", "H", "H", "H", "H", "H", "H", "H", "H", "H", "H"], "xyz": [[-1.25, -0.98, 0.10], [-0.22, 0.02, 0.54], [-1.10, 1.12, 1.21], [-1.74, 0.88, 2.47], [0.56, 0.61, -0.63], [1.05, -0.51, -1.50], [2.25, -1.20, -1.08], [2.84, -1.98, -1.80], [-1.68, -1.50, 0.76], [-1.92, -0.31, -0.36], [0.51, -0.33, 1.28], [-0.38, 2.01, 1.60], [-1.82, 1.75, 0.63], [-2.70, 0.73, 2.35], [1.52, 1.18, -0.12], [-0.10, 1.29, -1.19], [1.09, -0.24, -2.63], [0.36, -1.45, -1.61], [2.73, -1.08, -0.02]], "homo_ev": -9.42, "energy_ev": -10946.0145, "de_lowest_ev": 3.252, "e_lumo_ev": 0.64}

=====

- Which formula does entry 3 have?
  C5H11NO2